{
  "formula": "C43H55CrFGe2N5O6",
  "method": "ωB97M-V with the def2-TZVPD basis set",
  "homo_lumo_gap_ev": [3.32, 4.64],
  "total_energy_ev": -209385.89076,
  "homo_energy_ev": [-4.8, -6.1],
  "multiplicity": 6,
  "s2": 8.805,
  "species": ["Cr", "C", "C", "N", "C", "C", "C", "O", "O", "C", "O", "C", "C", "C", "F", "C", "C", "C", "N", "C", "C", "N", "C", "C", "H", "H", "H", "H", "H", "H", "H", "H", "H", "H", "H", "H", "H", "H", "H", "H", "H", "H", "O", "N", "O", "O", "C", "Ge", "C", "C", "Ge", "C", "C", "C", "C", "C", "C", "C", "C", "C", "C", "C", "C", "H", "H", "H", "H", "H", "H", "H", "H", "H", "H", "H", "H", "H", "H", "H", "H", "H", "H", "H", "C", "C", "C", "C", "C", "C", "C", "C", "N", "C", "C", "C", "C", "H", "H", "H", "H", "H", "H", "H", "H", "H", "H", "H", "H", "H", "H", "H", "H", "H", "H"],
  "xyz": [[-0.853, 2.364, 0.155], [-1.917, -5.069, 1.257], [-1.362, -4.042, 2.231], [-1.028, -2.783, 1.581], [-1.948, -1.777, 1.611], [-1.775, -0.597, 0.968], [-2.857, 0.423, 1.116], [-3.954, 0.134, 1.556], [-2.538, 1.644, 0.770], [-0.598, -0.410, 0.185], [-0.347, 0.688, -0.504], [0.329, -1.455, 0.088], [1.479, -1.332, -0.732], [2.405, -2.343, -0.736], [3.505, -2.220, -1.541], [2.287, -3.482, 0.036], [1.104, -3.653, 0.797], [0.137, -2.668, 0.820], [3.316, -4.467, 0.127], [4.686, -4.018, 0.142], [5.545, -5.081, 0.795], [5.384, -6.350, -0.013], [3.939, -6.789, -0.075], [3.141, -5.652, -0.679], [-2.174, -5.992, 1.777], [-1.193, -5.298, 0.475], [-2.816, -4.682, 0.776], [-0.477, -4.418, 2.747], [-2.096, -3.813, 3.004], [-2.843, -1.951, 2.190], [1.620, -0.447, -1.331], [1.010, -4.548, 1.395], [4.763, -3.092, 0.712], [5.080, -3.811, -0.867], [5.202, -5.308, 1.803], [6.604, -4.833, 0.800], [5.980, -7.096, 0.348], [5.693, -6.148, -0.969], [3.633, -6.971, 0.954], [3.899, -7.710, -0.653], [2.088, -5.929, -0.704], [3.466, -5.495, -1.726], [2.310, 4.322, -1.409], [1.304, 4.211, -0.737], [0.984, 4.939, 0.175], [0.550, 3.174, -0.997], [0.965, 1.417, -3.655], [-0.673, 2.451, -3.784], [-1.599, 1.900, -5.427], [-0.271, 4.348, -3.933], [-2.290, 2.000, -2.019], [-2.922, 0.164, -2.181], [-4.142, -0.239, -1.642], [-4.508, -1.580, -1.626], [-3.657, -2.536, -2.156], [-2.441, -2.150, -2.708], [-2.078, -0.812, -2.714], [-3.839, 3.181, -2.026], [-4.738, 3.228, -0.956], [-5.846, 4.064, -1.009], [-6.065, 4.869, -2.118], [-5.170, 4.843, -3.177], [-4.061, 4.010, -3.127], [1.697, 1.885, -4.316], [0.812, 0.386, -3.973], [1.350, 1.442, -2.639], [-0.894, 1.980, -6.257], [-2.454, 2.539, -5.638], [-1.951, 0.871, -5.364], [-0.050, 4.569, -4.978], [0.600, 4.590, -3.327], [-1.106, 4.972, -3.616], [-4.818, 0.490, -1.216], [-5.452, -1.871, -1.184], [-3.937, -3.582, -2.137], [-1.770, -2.893, -3.123], [-1.108, -0.536, -3.113], [-4.569, 2.622, -0.076], [-6.538, 4.089, -0.176], [-6.928, 5.522, -2.154], [-5.331, 5.476, -4.041], [-3.370, 4.008, -3.961], [4.054, 0.163, 0.342], [3.187, 0.622, 1.487], [3.581, 0.406, 2.806], [2.766, 0.841, 3.845], [3.178, 0.635, 5.280], [1.578, 1.501, 3.561], [1.177, 1.780, 2.241], [2.004, 1.285, 1.219], [0.032, 2.461, 1.891], [-0.681, 3.374, 2.805], [-1.640, 2.645, 3.756], [0.270, 4.295, 3.597], [-1.507, 4.324, 1.907], [4.993, -0.257, 0.707], [4.295, 0.993, -0.324], [3.548, -0.595, -0.262], [4.519, -0.092, 3.021], [3.952, -0.127, 5.364], [2.331, 0.330, 5.896], [3.575, 1.558, 5.710], [0.949, 1.780, 4.389], [1.717, 1.450, 0.184], [-1.114, 1.901, 4.349], [-2.429, 2.140, 3.199], [-2.110, 3.354, 4.441], [0.552, 3.892, 4.568], [-0.227, 5.249, 3.778], [1.176, 4.491, 3.023], [-2.080, 3.822, 1.103], [-0.870, 5.083, 1.456], [-2.291, 4.806, 2.493]]
}

{
  "formula": "C5H11N",
  "method": "ωB97M-V with the def2-TZVPD basis set",
  "homo_lumo_gap_ev": 9.89,
  "total_energy_ev": -6852.36222,
  "homo_energy_ev": -8.8,
  "smiles": "CN1CC1(C)C",
  "species": ["C", "N", "C", "C", "C", "C", "H", "H", "H", "H", "H", "H", "H", "H", "H", "H", "H"],
  "xyz": [[1.958, -0.194, -0.514], [0.894, 0.659, -0.029], [0.372, 0.462, 1.308], [-0.468, 0.169, 0.111], [-1.505, 1.161, -0.380], [-0.836, -1.282, -0.144], [1.912, -1.239, -0.168], [1.944, -0.192, -1.609], [2.916, 0.223, -0.188], [0.215, 1.363, 1.900], [0.730, -0.401, 1.877], [-2.521, 0.790, -0.211], [-1.374, 1.321, -1.456], [-1.399, 2.130, 0.116], [-1.681, -1.560, 0.497], [-1.141, -1.436, -1.186], [-0.018, -1.974, 0.077]]
}

{
  "formula": "C5H6CaO4S",
  "method": "ωB97M-V with the def2-TZVPD basis set",
  "homo_lumo_gap_ev": 8.80,
  "total_charge": 2,
  "total_energy_ev": -42727.11972,
  "homo_energy_ev": -18.0,
  "species": ["O", "C", "Ca", "C", "C", "O", "O", "C", "S", "C", "O", "H", "H", "H", "H", "H", "H"],
  "xyz": [[-2.810, 0.397, -3.407], [-2.445, 0.399, -2.338], [-1.331, 0.281, -0.319], [-2.915, -0.925, 0.779], [-1.983, 2.335, 0.446], [-3.541, -1.646, 1.388], [-2.107, 3.373, 0.870], [2.496, -0.319, 1.372], [0.865, -0.132, 0.778], [1.308, -0.282, -1.105], [0.060, -1.284, 1.312], [3.072, 0.343, 0.959], [2.721, -1.384, 1.092], [2.340, -0.287, 2.407], [1.846, -1.193, -1.171], [0.465, -0.256, -1.757], [1.959, 0.581, -1.306]]
}

{
  "formula": "C3H7NOS",
  "method": "ωB97M-V with the def2-TZVPD basis set",
  "homo_lumo_gap_ev": 5.53,
  "total_charge": -2,
  "total_energy_ev": -17594.62638,
  "homo_energy_ev": 0.7,
  "smiles": "[O-]CNCC[S-]",
  "species": ["C", "C", "S", "N", "C", "O", "H", "H", "H", "H", "H", "H", "H"],
  "xyz": [[-0.075, -0.513, 0.563], [-0.393, -0.176, -0.916], [-0.808, -1.606, -2.012], [1.085, 0.177, 1.154], [0.758, 1.428, 1.899], [-0.019, 2.334, 1.328], [0.157, -1.585, 0.522], [-0.957, -0.329, 1.160], [-1.194, 0.544, -1.001], [0.474, 0.312, -1.358], [1.653, 0.416, 0.340], [0.356, 1.047, 2.886], [1.783, 1.799, 2.179]]
}